{"formula": "C3H2AlO4", "method": "ωB97M-V with the def2-TZVPD basis set", "spin_multiplicity": 2, "charge": 0, "gap_ev": [8.6, 6.2], "e_lumo_ha": [-0.0313, -0.1275], "elements": ["H", "C", "C", "O", "C", "O", "O", "Al", "O", "H"], "coordinates": [[-0.1276, -0.1251, -2.0768], [-0.9966, -0.4319, -1.2633], [-0.2991, 0.6491, -0.5559], [0.1990, 0.1784, 0.5673], [1.3011, 0.8961, 1.4011], [1.5216, 2.0394, 1.0760], [1.7562, 0.0718, 2.1771], [-0.3540, -1.5946, 1.0004], [-1.0387, -1.6715, -0.7035], [-1.9618, -0.0117, -1.6224]], "atomic_forces_ev_per_a": [[-1.5, -1.4, 0.6], [1.0, 2.1, -0.9], [-0.5, 1.0, 0.3], [-1.2, -1.4, -0.9], [3.2, 2.8, 1.3], [-1.0, -1.5, 0.0], [-1.1, -0.8, -0.3], [0.2, 0.4, -1.3], [0.4, -0.6, 1.5], [0.7, -0.5, -0.3]]}

{"formula": "C51H42F2N12O11Rb", "method": "ωB97M-V with the def2-TZVPD basis set", "spin_multiplicity": 1, "charge": -1, "gap_ev": [4.3, 4.3], "e_lumo_ha": [-0.0355, -0.0354], "elements": ["Rb", "N", "C", "N", "C", "N", "N", "C", "C", "C", "C", "C", "C", "N", "C", "C", "C", "C", "C", "C", "H", "H", "H", "H", "H", "H", "H", "H", "H", "H", "H", "F", "C", "C", "C", "C", "O", "C", "C", "N", "C", "C", "C", "C", "C", "C", "N", "C", "C", "N", "C", "C", "C", "O", "O", "H", "H", "H", "H", "H", "H", "H", "H", "H", "H", "H", "H", "H", "H", "H", "H", "H", "H", "N", "C", "C", "C", "C", "C", "C", "C", "H", "H", "H", "H", "H", "F", "C", "C", "N", "C", "C", "O", "O", "C", "O", "N", "C", "O", "H", "H", "H", "H", "O", "C", "O", "C", "C", "C", "C", "C", "C", "N", "O", "O", "H", "H", "H", "H"], "coordinates": [[-2.0338, -0.8270, -0.2608], [0.5364, -1.5535, -4.1652], [0.4190, -0.7866, -3.0517], [0.9742, -1.0282, -1.9221], [1.6520, -2.2373, -1.7668], [1.9089, -2.7133, -0.6099], [1.2767, -2.3139, 0.4766], [1.7775, -1.8072, 1.5196], [0.9266, -1.6781, 2.7238], [1.4775, -1.2897, 3.9405], [0.6465, -1.1868, 5.0479], [-0.6981, -1.4837, 4.9102], [-1.1574, -1.8783, 3.6553], [-0.3716, -1.9705, 2.5925], [2.0158, -3.0086, -2.9630], [2.8815, -4.0998, -2.9459], [3.0921, -4.8445, -4.0901], [2.4196, -4.5123, -5.2658], [1.5614, -3.4322, -5.3017], [1.3676, -2.6672, -4.1526], [-0.2172, -1.5465, -4.8410], [-0.1791, 0.1144, -3.1569], [2.8203, -1.4755, 1.5806], [2.5365, -1.0693, 4.0119], [1.0490, -0.8787, 6.0055], [-1.3891, -1.3849, 5.7351], [-2.2061, -2.0989, 3.4946], [3.3601, -4.3573, -2.0101], [3.7634, -5.6933, -4.0699], [2.5687, -5.1040, -6.1605], [1.0210, -3.1787, -6.2053], [4.5268, 2.0087, -0.4297], [3.4341, 2.8153, -0.3828], [2.2002, 2.2421, -0.4820], [1.0483, 3.0325, -0.4765], [-0.2771, 2.3584, -0.5430], [-0.3615, 1.1400, -0.4271], [-1.3886, 3.2679, -0.7565], [-1.1795, 4.5938, -0.6767], [0.0385, 5.2038, -0.4451], [0.0670, 6.6397, -0.4032], [0.6152, 7.3740, 0.7812], [-0.8631, 7.3425, 0.5343], [1.1858, 4.4252, -0.4043], [2.4699, 4.9910, -0.2889], [3.6191, 4.2074, -0.2395], [4.9123, 4.7503, -0.1106], [5.0732, 6.1899, -0.1211], [4.8336, 6.8169, 1.2788], [4.7454, 5.7394, 2.2641], [5.9184, 4.8776, 2.1711], [5.8821, 4.1474, 0.7988], [-2.8291, 2.7723, -1.1097], [-3.6489, 3.6857, -1.3090], [-2.9452, 1.5358, -1.1671], [2.0813, 1.1664, -0.5841], [-2.0230, 5.2579, -0.8198], [0.2117, 7.1017, -1.3753], [1.1515, 8.2948, 0.5899], [0.9959, 6.8034, 1.6116], [-1.3552, 8.2388, 0.1850], [-1.4671, 6.7261, 1.1864], [2.5533, 6.0640, -0.2209], [4.4136, 6.6233, -0.8687], [6.0986, 6.3937, -0.4377], [3.9116, 7.4040, 1.3139], [5.6668, 7.4940, 1.5126], [3.0535, 4.6940, 2.4361], [4.6478, 6.1259, 3.1949], [5.8940, 4.1572, 2.9881], [6.8467, 5.4589, 2.2645], [5.6477, 3.1005, 0.9316], [6.8700, 4.2070, 0.3352], [-3.1523, -3.2046, 0.6972], [-3.8335, -4.1093, 0.5108], [-4.6816, -5.2395, 0.2503], [-5.7175, -5.1366, -0.6758], [-6.5370, -6.2282, -0.9102], [-6.3230, -7.4182, -0.2290], [-5.2911, -7.5183, 0.6955], [-4.4664, -6.4321, 0.9381], [-5.8684, -4.2063, -1.2075], [-7.3411, -6.1535, -1.6298], [-6.9544, -8.2733, -0.4310], [-5.1218, -8.4484, 1.2226], [-3.6449, -6.4953, 1.6388], [-5.1961, -6.5193, -5.0342], [-4.3008, -6.5899, -4.0317], [-3.2722, -5.7322, -3.9784], [-2.3377, -5.7593, -2.9768], [-1.2263, -4.7928, -2.9893], [-1.7387, -3.3638, -3.3394], [-1.9405, -3.1656, -4.5633], [-1.8596, -2.5762, -2.3859], [-2.4105, -6.6923, -1.9621], [-1.6098, -6.7876, -1.0547], [-3.4919, -7.5532, -2.0615], [-4.4881, -7.6149, -3.0315], [-5.3675, -8.4532, -2.9789], [-3.1360, -4.9470, -4.7150], [-0.5009, -5.0877, -3.7507], [-0.7659, -4.8029, -2.0079], [-3.5609, -8.2314, -1.3175], [-3.0917, 0.6625, 4.9081], [-2.8064, 0.7770, 3.6948], [-3.1724, 0.1891, 2.6876], [-1.7070, 1.8062, 3.5529], [-1.7648, 3.0324, 4.2545], [-0.7277, 3.9062, 4.1868], [0.4274, 3.5221, 3.4486], [0.5159, 2.2657, 2.7978], [-0.5480, 1.4278, 2.8531], [1.4513, 4.3916, 3.3442], [2.5386, 3.9129, 2.7130], [1.4745, 5.5423, 3.7467], [-2.6476, 3.2553, 4.8360], [-0.7523, 4.8697, 4.6749], [1.4022, 2.0113, 2.2326], [-0.5304, 0.4834, 2.3239]], "atomic_forces_ev_per_a": [[-0.2, -0.3, 0.1], [0.0, -0.1, -0.1], [-0.1, -0.1, 0.0], [0.1, -0.1, 0.1], [-0.2, 0.3, 0.1], [0.9, -0.5, -0.2], [-1.0, 0.3, 0.3], [0.4, 0.0, -0.2], [-0.1, 0.0, 0.0], [0.0, 0.1, 0.0], [0.0, 0.0, 0.0], [0.1, 0.0, 0.1], [0.1, 0.0, 0.1], [0.0, 0.1, -0.1], [0.0, 0.1, -0.1], [0.0, -0.1, 0.0], [0.0, 0.0, 0.1], [0.0, 0.0, 0.0], [0.0, 0.0, 0.0], [0.1, 0.0, 0.1], [-0.1, 0.0, 0.0], [-0.1, -0.1, 0.0], [0.0, -0.1, 0.0], [0.0, 0.0, 0.0], [0.0, 0.0, 0.0], [0.0, 0.0, 0.0], [0.0, 0.0, 0.0], [0.0, 0.0, 0.0], [0.0, 0.0, 0.0], [0.0, 0.0, 0.0], [0.0, 0.0, 0.0], [0.0, 0.0, -0.1], [0.0, 0.0, 0.1], [0.0, 0.0, 0.0], [-0.1, 0.0, 0.1], [-0.1, 0.1, -0.1], [0.8, 0.8, 0.2], [-0.3, -0.3, -0.1], [0.3, 0.1, 0.0], [-0.1, -0.1, 0.2], [0.0, -0.1, -0.3], [0.0, 0.1, 0.0], [-0.1, 0.1, 0.0], [0.0, -0.1, -0.1], [0.0, 0.1, 0.1], [0.1, 0.0, 0.1], [-0.1, 0.0, -0.1], [-0.1, -0.1, 0.0], [-0.1, 0.1, 0.0], [-0.5, 0.0, 0.0], [0.0, -0.1, -0.1], [0.0, 0.0, 0.1], [0.3, 0.2, 0.1], [0.0, -0.1, 0.0], [-0.4, 0.3, -0.2], [0.0, 0.0, 0.0], [0.0, 0.0, 0.0], [0.1, 0.0, 0.0], [0.0, 0.0, 0.0], [0.0, -0.2, 0.1], [0.0, 0.0, 0.0], [0.0, 0.0, 0.0], [0.0, 0.0, 0.0], [0.0, 0.1, 0.0], [0.0, 0.0, 0.0], [0.0, -0.1, 0.0], [0.0, 0.0, 0.0], [0.9, 0.8, -0.2], [0.1, 0.1, 0.0], [0.0, 0.0, 0.0], [0.0, 0.0, 0.0], [0.0, 0.0, 0.0], [0.0, 0.0, 0.0], [-0.2, -0.3, 0.3], [0.1, 0.0, -0.1], [0.0, -0.1, 0.1], [0.0, 0.0, -0.1], [0.0, 0.0, 0.1], [0.0, 0.0, 0.1], [0.0, 0.0, 0.0], [0.1, 0.1, 0.0], [0.0, 0.0, 0.0], [0.0, 0.0, 0.0], [0.0, 0.0, 0.0], [0.0, 0.0, 0.0], [0.0, 0.0, 0.0], [0.0, 0.0, 0.0], [0.0, 0.1, 0.0], [-0.1, 0.0, 0.0], [-0.1, -0.1, 0.1], [0.0, 0.3, -0.1], [0.2, -0.2, 0.0], [0.0, 0.2, 0.0], [0.0, 0.0, -0.2], [0.1, 0.1, -0.1], [-0.1, 0.0, 0.0], [-0.1, -0.1, -0.1], [0.2, 0.0, 0.1], [0.0, 0.0, -0.1], [0.1, 0.0, 0.0], [0.0, -0.1, 0.1], [-0.1, -0.1, 0.0], [0.0, 0.0, 0.0], [-0.1, -0.1, -0.1], [-0.1, 0.4, 0.6], [-0.2, -0.3, -0.5], [0.2, -0.3, 0.2], [0.0, 0.2, -0.2], [0.0, 0.0, -0.1], [-0.2, -0.1, 0.1], [0.3, 0.0, -0.2], [-0.2, 0.0, -0.2], [0.2, 0.4, -0.1], [-0.6, -0.4, 0.4], [0.1, -0.5, -0.2], [0.0, -0.1, 0.0], [0.0, 0.0, 0.0], [-0.1, 0.0, 0.0], [-0.1, 0.1, 0.1]]}

{"formula": "C4H15AlNO5", "method": "ωB97M-V with the def2-TZVPD basis set", "spin_multiplicity": 1, "charge": -1, "gap_ev": 4.4, "e_lumo_ha": 0.0011, "elements": ["Al", "O", "H", "O", "H", "O", "H", "O", "H", "C", "C", "C", "O", "C", "N", "H", "H", "H", "H", "H", "H", "H", "H", "H", "H", "H"], "coordinates": [[-0.0121, 0.7875, 2.3642], [-1.4325, 2.9529, 1.0233], [-1.2343, 3.0216, 0.0691], [1.3650, 3.2380, 1.3259], [1.6494, 3.0104, 0.4194], [-2.8097, 0.4285, 1.7113], [-2.7839, -0.3899, 1.1784], [-0.1301, -1.5074, 4.0457], [-0.3236, -2.4305, 3.7909], [1.0094, 0.6945, -2.6049], [0.4372, 0.4391, -1.1431], [0.0657, -1.0729, -0.9730], [-0.5019, -1.2088, 0.3439], [-0.9875, -2.4813, 0.5529], [1.5587, 0.6717, -0.2726], [1.2175, 1.7640, -2.5773], [0.2434, 0.5080, -3.3576], [1.8846, 0.0783, -2.8106], [-0.3930, 1.1051, -0.9079], [0.9605, -1.6731, -1.1373], [-0.6200, -1.3460, -1.7751], [-0.3022, -3.1491, 0.0308], [-1.9622, -2.5605, 0.0715], [-1.1064, -2.7569, 1.6008], [1.8237, 1.6453, -0.3159], [2.3844, 0.2316, -0.6530]], "atomic_forces_ev_per_a": [[-2.0, 0.0, -1.3], [0.6, -0.9, 0.1], [0.2, 0.1, 0.6], [-0.4, -1.0, 0.0], [-0.1, 0.5, 0.8], [1.2, -0.3, 0.2], [0.3, 0.5, 0.3], [0.3, 0.8, -0.7], [0.1, 0.8, -0.3], [-1.9, 0.1, 1.1], [1.4, -1.9, -1.9], [-0.6, 2.2, 0.5], [1.2, 1.3, -0.9], [-0.4, -1.1, -0.5], [0.2, 0.5, 1.2], [0.4, -0.1, -0.5], [0.0, 0.0, -0.2], [0.0, 0.1, 0.1], [0.0, -0.2, 0.1], [0.3, -0.2, 0.4], [-0.5, -0.2, 0.2], [0.0, -0.7, 0.3], [-0.3, -0.3, -0.1], [0.3, 0.4, 0.0], [-0.2, 0.1, 0.4], [0.1, -0.6, 0.0]]}

{"formula": "CH2Br2ClOP", "method": "ωB97M-V with the def2-TZVPD basis set", "spin_multiplicity": 1, "smiles": "O=P(Br)(Br)CCl", "charge": 0, "gap_ev": 9.3, "e_lumo_ha": -0.0310, "elements": ["C", "O", "P", "Cl", "Br", "Br", "H", "H"], "coordinates": [[-1.1679, -0.0929, 0.4603], [0.7787, -0.0034, -2.1531], [0.7896, 0.0270, -0.6807], [-1.1749, 0.2634, 2.1217], [1.9581, -1.6301, 0.1564], [1.9008, 1.7940, 0.0801], [-1.2359, -1.0093, 0.1279], [-1.8484, 0.6514, -0.1126]], "atomic_forces_ev_per_a": [[1.5, 6.4, -2.1], [-0.6, -0.1, 0.7], [-1.1, 0.7, 0.9], [0.4, -0.3, 0.3], [-0.2, -0.1, 0.1], [-0.4, -0.2, 0.0], [-1.0, -5.0, -0.9], [1.3, -1.4, 0.9]]}

{"formula": "C17H18N3S", "method": "ωB97M-V with the def2-TZVPD basis set", "spin_multiplicity": 1, "charge": 1, "gap_ev": 7.5, "e_lumo_ha": -0.1162, "elements": ["C", "N", "C", "C", "C", "C", "C", "C", "C", "H", "H", "H", "H", "H", "H", "H", "H", "H", "H", "C", "C", "C", "C", "C", "C", "S", "C", "N", "C", "C", "N", "H", "H", "H", "H", "H", "H", "H", "H"], "coordinates": [[0.9253, 0.5920, -2.7157], [1.7775, 0.0407, -1.6397], [1.3982, 0.4275, -0.3426], [0.5545, 1.5592, -0.0459], [0.4453, 2.0112, 1.2711], [0.9780, 1.2421, 2.3312], [1.6684, 0.0444, 2.0590], [1.9110, -0.3167, 0.7319], [3.2203, -0.1080, -2.0864], [-0.1524, 0.8054, -2.4292], [1.4642, 1.4406, -3.1597], [0.8172, -0.1613, -3.5158], [0.0591, 2.1140, -0.8491], [-0.0381, 2.9847, 1.4739], [0.8529, 1.6156, 3.3571], [2.0689, -0.5561, 2.8813], [2.5367, -1.1717, 0.4769], [3.7113, 0.9090, -1.9350], [3.1156, -0.3277, -3.1653], [5.9450, -6.6916, -3.1849], [6.3030, -5.4388, -2.6915], [5.2958, -4.4930, -2.5497], [3.9805, -4.7531, -2.8510], [3.6150, -5.9914, -3.3956], [4.6080, -6.9873, -3.5477], [2.8015, -3.4525, -2.4406], [4.1586, -2.4746, -1.9574], [4.3146, -1.1907, -1.5216], [5.8413, -0.9892, -1.4751], [6.4768, -2.3730, -1.7541], [5.3383, -3.1614, -2.1095], [6.6879, -7.4664, -3.2863], [7.3013, -5.1822, -2.3950], [2.5817, -6.1984, -3.6722], [4.3602, -8.0065, -3.9239], [6.2268, -0.3222, -2.2746], [6.1038, -0.6507, -0.4605], [7.2702, -2.3382, -2.5222], [7.0224, -2.6814, -0.8506]], "atomic_forces_ev_per_a": [[0.1, -0.8, -0.8], [0.5, -1.3, -0.5], [0.0, 0.9, 1.6], [1.0, -0.5, -0.4], [0.1, -0.6, 0.3], [0.0, 0.1, -0.3], [-0.2, 0.9, 0.0], [0.0, 0.3, -0.1], [-0.1, 1.5, 0.3], [1.7, -0.1, 0.1], [-0.7, 0.3, 0.0], [0.2, 0.2, 0.2], [0.4, -0.1, 0.4], [0.1, -0.8, -0.1], [0.1, -0.4, -0.5], [-0.2, 0.2, -0.3], [-0.2, 0.1, 0.3], [-0.1, -1.5, -0.1], [0.3, 0.1, 0.6], [-0.8, 0.1, -0.1], [-0.5, 0.0, -0.1], [-0.9, 1.1, 0.3], [-1.6, -1.5, -0.7], [0.5, -0.7, 0.1], [0.0, 0.5, 0.2], [1.5, 0.2, 0.0], [1.2, -0.4, -0.3], [-1.4, -0.9, -1.4], [-0.3, 0.8, -0.1], [1.0, 0.9, 0.7], [-0.5, 0.5, 0.6], [0.1, 0.0, 0.0], [0.4, -0.1, 0.0], [0.2, 0.0, 0.1], [0.1, 1.1, 0.3], [-0.8, 0.1, 0.7], [-0.1, 0.2, -0.7], [-0.7, 0.0, -0.1], [-0.6, -0.5, -0.1]]}

{"formula": "CH9N6", "method": "ωB97M-V with the def2-TZVPD basis set", "spin_multiplicity": 1, "charge": 1, "gap_ev": [8.6, 8.6], "e_lumo_ha": [-0.1375, -0.1375], "elements": ["C", "N", "N", "N", "N", "N", "N", "H", "H", "H", "H", "H", "H", "H", "H", "H"], "coordinates": [[-1.6218, 0.9046, 2.2029], [-0.4865, 0.8490, 1.8738], [0.4950, 0.9691, 1.0803], [1.7048, 0.3013, 1.1132], [-0.5582, 0.6403, -0.7704], [-1.7448, 0.2720, -0.5297], [0.6811, -1.2354, -1.9061], [-2.6038, 0.8015, 2.6382], [1.6194, -0.5292, 1.7344], [2.4719, 0.7778, 1.5738], [-0.4203, 1.6086, -0.9038], [0.0906, -0.2405, -1.2213], [-1.8855, -0.7864, -0.5618], [1.0989, -1.9725, -1.3532], [1.2700, -0.6690, -2.5570], [-0.1109, -1.6913, -2.4133]], "atomic_forces_ev_per_a": [[1.9, -0.8, -0.8], [-1.2, -0.2, 0.8], [-0.3, 2.0, -0.7], [-0.2, -2.6, 1.8], [-2.0, -2.9, 0.1], [-0.2, 0.4, 0.0], [-1.4, -0.1, -1.2], [0.4, 0.3, -0.1], [0.0, 0.2, -0.8], [-0.2, 1.1, -0.1], [0.0, 1.4, 0.1], [0.6, 0.5, 0.3], [0.9, 1.4, 0.1], [0.8, 0.3, -0.2], [-0.2, -1.4, 0.7], [1.1, 0.6, 0.1]]}

{"formula": "C5H6OS", "method": "ωB97M-V with the def2-TZVPD basis set", "spin_multiplicity": 1, "charge": 0, "gap_ev": 8.5, "e_lumo_ha": -0.0111, "elements": ["C", "C", "C", "C", "C", "H", "H", "H", "H", "H", "H", "O", "S"], "coordinates": [[-0.0836, 0.1784, 0.8640], [0.8882, -0.8656, 0.3193], [0.7543, -0.7171, -1.0471], [-0.0679, 0.3575, -1.4497], [-0.8163, 0.7800, -0.2287], [-1.2473, -0.1663, 2.8168], [0.5363, 1.0094, 1.1999], [1.3031, -1.6850, 0.8779], [1.6146, -1.3293, -1.3941], [-0.8545, 0.0955, -2.1091], [0.6445, 1.2826, -1.7094], [-0.6022, -0.6813, 1.9079], [-2.0692, 1.7412, -0.0475]], "atomic_forces_ev_per_a": [[2.3, -2.9, 3.6], [-2.8, 2.1, -3.8], [4.9, -4.2, 4.3], [0.5, 3.8, -1.0], [-0.3, -0.3, 0.2], [2.9, -1.9, -4.6], [0.1, 0.3, 0.9], [0.5, 0.3, 0.1], [-1.2, 0.6, -1.8], [-0.2, 0.2, -1.7], [-1.9, -1.7, -0.3], [-3.9, 3.4, 4.3], [-0.7, 0.4, -0.2]]}

We obtain energy relative to the best compared isomer or geometry (same formula, charge and spin) values of 0.000 1.039 0.000 0.890 0.000 5.522 3.953 eV for the records listed above, in that order.
We obtain E values of -658.81039 -3677.22804 -834.47393 -6064.13906 -1220.77692 -371.56760 -667.39285 hartree for the records listed above, in that order.